No. 1
Entry from the OMol25 dataset: a structure of composition C19H19BeBrCl2N5S3 (the ωB97M-V functional and the def2-TZVPD basis).

```
50
C19H19BeBrCl2N5S3, DFT the ωB97M-V functional and the def2-TZVPD basis
Be 0.498 -0.064 1.410
Cl -0.735 -1.727 0.657
C -2.085 -0.807 -0.007
C -3.041 -1.516 -0.703
C -4.117 -0.820 -1.231
C -4.198 0.552 -1.061
C -3.211 1.228 -0.361
Cl -3.362 2.944 -0.183
C -2.116 0.566 0.200
S -0.883 1.418 1.128
H -2.940 -2.584 -0.833
H -4.889 -1.348 -1.775
H -5.030 1.112 -1.467
Br 2.570 -2.583 1.027
C 2.831 -0.908 0.213
C 3.968 -0.729 -0.549
C 4.170 0.501 -1.147
C 3.231 1.501 -0.973
C 2.123 1.240 -0.200
N 1.921 0.055 0.408
H 4.667 -1.543 -0.662
H 5.054 0.670 -1.748
H 3.343 2.471 -1.433
H 1.348 1.977 -0.048
C 0.828 -1.198 6.378
N -0.228 -0.472 5.685
C -1.419 -0.043 6.247
C -2.111 0.589 5.278
N -1.334 0.537 4.141
C -0.188 -0.105 4.393
S 1.148 -0.439 3.357
H 0.476 -1.425 7.380
H 1.727 -0.588 6.434
H 1.050 -2.121 5.848
H -1.658 -0.230 7.278
H -3.075 1.065 5.295
H -1.525 0.952 3.227
C -1.887 0.832 -3.901
N -0.761 0.326 -4.667
C -0.570 0.452 -6.033
C 0.604 -0.140 -6.329
N 1.113 -0.611 -5.134
C 0.281 -0.330 -4.105
S 0.475 -0.707 -2.472
H -2.638 1.199 -4.595
H -1.566 1.637 -3.240
H -2.299 0.033 -3.288
H -1.287 0.944 -6.666
H 1.110 -0.270 -7.268
H 1.967 -1.125 -5.003
```

Properties
Lowest unoccupied orbital energy (eV): -2.5
Strongest force on any atom (Eh/bohr): 0.006
HOMO (eV): -9.874
Multiplicity: 1
E (hartree): -5712.8988
Frontier orbital gap (eV): 7.391
Net charge: +1

No. 2
Entry from the OMol25 dataset: a structure of composition C19H19F3N2O3 in a non-equilibrium geometry (the ωB97M-V functional and the def2-TZVPD basis).

```
46
C19H19F3N2O3, DFT the ωB97M-V functional and the def2-TZVPD basis
O 1.907 1.503 -0.911
C 0.907 0.966 -0.580
N 0.809 0.286 0.537
C -0.085 -0.595 1.043
H -0.543 -0.822 0.151
C 0.651 -1.909 1.801
N 1.968 -2.272 1.309
C 1.814 -2.640 -0.304
C 2.444 -2.053 -1.376
C 2.367 -2.546 -2.510
C 1.559 -3.942 -2.842
C 1.069 -4.496 -1.841
C 1.265 -3.712 -0.429
H 0.573 -4.441 0.406
H 0.569 -5.292 -1.942
O 1.681 -4.389 -3.921
H 1.237 -5.046 -3.900
H 2.882 -2.149 -3.285
H 2.798 -1.061 -1.219
C 2.756 -1.254 1.552
H 3.174 -1.324 2.419
C 2.126 0.045 1.463
H 2.745 0.895 0.978
H 1.811 0.436 2.508
H 3.573 -1.197 0.549
H 0.657 -1.635 2.802
H 0.020 -2.641 1.733
H -0.866 -0.157 1.647
C -0.183 0.643 -1.431
H -0.289 -0.264 -1.854
O -1.561 0.901 -0.950
C -1.688 2.186 -0.413
C -0.958 3.233 -0.334
C -1.179 4.482 0.294
C -2.438 4.537 0.938
C -3.530 3.331 0.905
C -2.971 2.331 0.205
H -3.685 1.229 0.588
C -4.686 3.429 1.657
F -4.668 2.577 2.814
F -5.685 2.960 1.140
F -5.048 4.460 2.129
H -2.716 5.388 1.404
H -0.498 5.297 0.298
H 0.087 3.125 -0.951
H -0.168 1.599 -2.280
```

Properties
Lowest unoccupied orbital energy (eV): 0.6
Strongest force on any atom (Eh/bohr): 0.333
HOMO (eV): -8.519
Multiplicity: 1
E (hartree): -1369.6247
Frontier orbital gap (eV): 9.075

No. 3
Entry from the OMol25 dataset: a structure of composition C19H19F3N3O5PdSSi in a non-equilibrium geometry (the ωB97M-V functional and the def2-TZVPD basis).

```
52
C19H19F3N3O5PdSSi, DFT the ωB97M-V functional and the def2-TZVPD basis
Pd 1.064 0.986 0.715
O 2.943 4.421 1.792
C 2.405 3.338 1.663
N 1.376 2.969 0.859
C 0.680 3.769 0.020
O 0.671 4.982 -0.071
C -0.191 2.943 -0.913
C -1.050 3.591 -1.780
C -1.883 2.831 -2.583
C -1.827 1.453 -2.483
C -0.934 0.869 -1.600
N -0.114 1.598 -0.844
C 2.921 2.149 2.475
C 3.863 2.341 3.465
C 4.232 1.257 4.246
C 3.630 0.031 4.020
C 2.701 -0.095 3.002
N 2.381 0.940 2.223
H -1.046 4.671 -1.778
H -2.578 3.310 -3.261
H -2.475 0.816 -3.071
H -0.855 -0.203 -1.491
H 4.255 3.338 3.599
H 4.962 1.375 5.036
H 3.858 -0.831 4.631
H 2.167 -1.011 2.812
F -2.136 -0.789 0.756
C -2.617 -0.412 1.953
F -3.146 -1.505 2.525
F -3.623 0.448 1.718
S -1.331 0.338 3.033
O -1.037 1.597 2.377
O -2.011 0.445 4.302
O -0.267 -0.641 2.984
C 1.647 -0.970 0.061
H 2.592 -0.759 -0.442
H 1.832 -1.553 0.963
C -1.028 -2.463 -4.326
Si -1.221 -3.107 -2.577
C -1.011 -4.965 -2.579
C -2.923 -2.680 -1.940
C 0.024 -2.333 -1.527
C 0.774 -1.716 -0.791
H -1.662 -3.005 -5.031
H 0.009 -2.556 -4.653
H -1.295 -1.404 -4.374
H -1.748 -5.451 -3.223
H -1.130 -5.361 -1.568
H -0.015 -5.240 -2.931
H -3.707 -3.192 -2.504
H -3.108 -1.605 -2.001
H -3.015 -2.958 -0.889
```

Properties
Lowest unoccupied orbital energy (eV): 2.3
Strongest force on any atom (Eh/bohr): 0.038
HOMO (eV): -5.109
Multiplicity: 1
E (hartree): -2391.1952
Frontier orbital gap (eV): 7.390
Net charge: -1

No. 4
Entry from the OMol25 dataset: a structure of composition C19H19IN7PdS in a non-equilibrium geometry (the ωB97M-V functional and the def2-TZVPD basis).

```
48
C19H19IN7PdS, DFT the ωB97M-V functional and the def2-TZVPD basis
Pd -0.270 -0.086 -0.321
S 5.730 -1.405 4.138
N 5.628 -1.088 2.568
C 4.358 -1.083 2.187
C 3.851 -0.850 0.872
C 4.658 -0.647 -0.255
C 4.059 -0.411 -1.474
C 2.668 -0.297 -1.529
N 1.900 -0.499 -0.473
C 2.446 -0.829 0.713
C 1.563 -1.202 1.804
N 0.245 -1.314 1.547
C -0.583 -1.705 2.500
C -0.159 -1.984 3.799
C 1.173 -1.831 4.114
C 2.068 -1.466 3.099
C 3.481 -1.364 3.282
N 4.157 -1.562 4.407
H 5.732 -0.692 -0.154
H 4.644 -0.301 -2.374
H 2.172 -0.056 -2.464
H -1.628 -1.803 2.234
H -0.869 -2.298 4.546
H 1.542 -1.983 5.118
N -6.232 -0.942 -1.068
C -4.889 -0.955 -1.711
C -3.747 -0.625 -0.721
N -2.435 -0.674 -1.364
H -6.962 -1.188 -1.754
H -6.464 -0.012 -0.687
H -6.288 -1.628 -0.300
H -4.895 -0.229 -2.528
H -4.724 -1.947 -2.141
H -3.748 -1.343 0.106
H -3.878 0.379 -0.305
H -2.402 -0.014 -2.146
H -2.259 -1.610 -1.737
I -0.979 2.136 1.131
C -0.389 2.886 -0.796
C -0.187 4.229 -1.032
C 0.268 4.586 -2.298
C 0.475 3.595 -3.247
C 0.185 2.279 -2.917
N -0.230 1.922 -1.701
H -0.368 4.968 -0.269
H 0.453 5.625 -2.522
H 0.857 3.833 -4.228
H 0.274 1.485 -3.649
```

Properties
Lowest unoccupied orbital energy (alpha / beta) (eV): -8.3 / -11.2
Strongest force on any atom (Eh/bohr): 0.031
HOMO (alpha / beta) (eV): -16.221 / -16.219
Multiplicity: 3
E (hartree): -1941.5584
Frontier orbital gap (alpha / beta) (eV): 7.927 / 4.973
Net charge: +3

No. 5
Entry from the OMol25 dataset: the ion C19H19N2 with charge +1 in a non-equilibrium geometry (the ωB97M-V functional and the def2-TZVPD basis).

```
40
C19H19N2, DFT the ωB97M-V functional and the def2-TZVPD basis
N 0.470 3.726 2.532
C 0.557 2.396 2.336
C 1.552 1.693 3.053
C 1.627 0.301 2.995
C 0.705 -0.362 2.174
C -0.230 0.316 1.369
C -0.322 1.697 1.471
C -1.069 -0.672 0.661
C -1.048 -0.445 -1.162
C 0.387 -0.456 -1.563
C 1.123 0.728 -1.655
C 2.509 0.672 -1.772
C 3.190 -0.535 -1.814
C 2.456 -1.713 -1.777
C 1.058 -1.682 -1.668
C -1.858 0.746 -1.472
C -3.146 0.367 -1.768
C -3.346 -1.093 -1.807
C -1.870 -1.660 -1.614
C -0.511 -1.939 1.086
N 0.516 -1.735 1.953
H 1.183 4.208 3.104
H -0.152 4.305 1.991
H 2.212 2.273 3.733
H 2.403 -0.212 3.546
H -1.131 2.190 0.899
H -2.279 -0.477 0.870
H 0.619 1.705 -1.515
H 3.060 1.603 -1.754
H 4.267 -0.568 -1.788
H 2.963 -2.677 -1.756
H 0.515 -2.645 -1.527
H -1.476 1.776 -1.433
H -3.970 1.043 -1.973
H -3.771 -1.488 -2.743
H -3.957 -1.460 -1.003
H -1.698 -2.440 -0.848
H -1.675 -2.073 -2.607
H -0.923 -2.929 0.887
H 1.060 -2.486 2.357
```

Properties
Lowest unoccupied orbital energy (eV): -4.4
Strongest force on any atom (Eh/bohr): 0.067
HOMO (eV): -11.113
Multiplicity: 1
E (hartree): -844.6458
Frontier orbital gap (eV): 6.696
Net charge: +1
SMILES: Nc1ccc2c(c1)[C@@H]([C@]1(c3ccccc3)C=CCC1)C=[NH+]2

No. 6
Entry from the OMol25 dataset: an isolated molecule of C19H19N3O3S3 in a non-equilibrium geometry (the ωB97M-V functional and the def2-TZVPD basis).

```
47
C19H19N3O3S3, DFT the ωB97M-V functional and the def2-TZVPD basis
O -3.634 -3.495 0.269
C -2.813 -2.613 0.413
N -2.485 -2.283 1.716
C -1.710 -1.351 2.352
N -1.479 -0.136 2.019
C -0.717 0.524 2.943
C -0.404 1.913 2.752
C -0.896 2.767 1.803
C -0.375 4.071 1.920
C 0.501 4.199 2.950
S 0.714 2.726 3.809
C -0.354 -0.234 4.022
S -0.980 -1.829 3.896
C -2.113 -2.022 -0.755
C -2.011 -2.872 -1.862
C -1.402 -2.454 -3.030
C -0.875 -1.174 -3.107
C -0.978 -0.337 -2.013
S -0.243 1.302 -2.128
O -0.949 2.176 -1.238
O -0.160 1.642 -3.518
N 1.311 1.184 -1.572
C 2.285 0.518 -2.401
C 2.483 -0.947 -2.003
C 2.819 -1.037 -0.515
C 1.714 -0.373 0.303
C 1.534 1.076 -0.153
C -1.601 -0.731 -0.844
H -2.932 -2.937 2.353
H -1.588 2.471 1.036
H -0.641 4.873 1.256
H 1.040 5.070 3.267
H 0.222 0.066 4.874
H -2.431 -3.863 -1.785
H -1.341 -3.120 -3.877
H -0.406 -0.802 -4.004
H 1.939 0.614 -3.430
H 3.236 1.054 -2.302
H 3.289 -1.376 -2.601
H 1.571 -1.512 -2.204
H 2.932 -2.082 -0.219
H 3.766 -0.527 -0.325
H 1.965 -0.385 1.366
H 0.779 -0.920 0.168
H 0.680 1.544 0.334
H 2.435 1.651 0.094
H -1.696 -0.028 -0.031
```

Properties
Lowest unoccupied orbital energy (eV): 0.0
Strongest force on any atom (Eh/bohr): 0.026
HOMO (eV): -8.173
Multiplicity: 1
E (hartree): -2319.9908
Frontier orbital gap (eV): 8.159
SMILES: O=C(Nc1nc(-c2cccs2)cs1)c1cccc(S(=O)(=O)N2CCCCC2)c1

No. 7
Entry from the OMol25 dataset: an isolated molecule of C19H19N3O4 (the ωB97M-V functional and the def2-TZVPD basis).

```
45
C19H19N3O4, DFT the ωB97M-V functional and the def2-TZVPD basis
C -0.528 7.012 -1.358
C 0.219 5.803 -0.930
C 1.618 5.619 -0.886
C 1.813 4.344 -0.413
C 3.092 3.609 -0.240
N 0.566 3.824 -0.197
C 0.172 2.569 0.259
C 0.937 1.820 1.153
C 0.485 0.588 1.576
C -0.737 0.086 1.132
C -1.175 -1.232 1.635
O -0.543 -1.923 2.394
O -2.383 -1.589 1.143
C -2.921 -2.821 1.592
C -2.595 -4.021 0.697
O -3.064 -5.113 0.928
N -1.791 -3.750 -0.347
C -1.256 -4.795 -1.201
C 0.177 -5.067 -0.879
C 0.759 -5.969 -0.040
C 2.153 -5.721 -0.098
C 2.311 -4.685 -0.962
O 1.123 -4.277 -1.440
C -1.512 0.847 0.258
C -1.062 2.075 -0.173
N -0.392 4.711 -0.527
H -1.596 6.829 -1.275
H -0.260 7.862 -0.733
H -0.285 7.261 -2.390
H 2.372 6.325 -1.168
H 3.851 4.073 -0.867
H 2.987 2.565 -0.528
H 3.441 3.655 0.792
H 1.863 2.208 1.542
H 1.064 -0.002 2.271
H -2.544 -3.052 2.595
H -4.006 -2.699 1.633
H -1.392 -2.828 -0.440
H -1.354 -4.486 -2.245
H -1.854 -5.688 -1.012
H 0.256 -6.712 0.543
H 2.922 -6.244 0.432
H 3.182 -4.165 -1.310
H -2.465 0.470 -0.077
H -1.650 2.684 -0.839
```

Properties
Lowest unoccupied orbital energy (eV): 0.1
Strongest force on any atom (Eh/bohr): 0.018
HOMO (eV): -8.657
Multiplicity: 1
E (hartree): -1200.6665
Frontier orbital gap (eV): 8.766
SMILES: Cc1cc(C)n(-c2ccc(C(=O)OCC(=O)NCc3ccco3)cc2)n1

No. 8
Entry from the OMol25 dataset: an isolated molecule of C19H19N3O4 (the ωB97M-V functional and the def2-TZVPD basis).

```
45
C19H19N3O4, DFT the ωB97M-V functional and the def2-TZVPD basis
C -1.412 -2.616 -1.759
C -0.167 -2.045 -1.182
N 0.809 -1.581 -2.019
C 1.901 -1.182 -1.293
C 3.098 -0.607 -1.697
C 4.004 -0.276 -0.711
C 3.729 -0.507 0.639
C 2.543 -1.079 1.045
C 1.617 -1.427 0.067
C 0.284 -1.966 0.120
C -0.389 -2.271 1.380
O 0.124 -2.867 2.294
C -1.809 -1.691 1.536
N -1.933 -0.441 0.825
C -2.868 -0.148 -0.129
O -3.804 -0.827 -0.451
C -2.426 1.211 -0.693
O -2.927 1.843 -1.583
N -1.304 1.547 0.020
C -0.495 2.723 -0.268
C -0.140 3.536 0.990
C 1.368 3.358 1.175
C 1.884 3.236 -0.255
C 0.848 2.327 -0.912
C -0.985 0.575 0.959
O -0.090 0.591 1.752
H -2.014 -3.100 -0.997
H -1.162 -3.356 -2.520
H -2.015 -1.842 -2.235
H 0.744 -1.582 -3.023
H 3.305 -0.421 -2.740
H 4.946 0.174 -0.988
H 4.467 -0.229 1.376
H 2.325 -1.256 2.086
H -1.996 -1.548 2.605
H -2.560 -2.375 1.133
H -1.107 3.310 -0.958
H -0.377 4.586 0.818
H -0.702 3.198 1.858
H 1.565 2.432 1.714
H 1.817 4.187 1.717
H 1.890 4.214 -0.739
H 2.885 2.812 -0.307
H 1.076 1.290 -0.662
H 0.824 2.423 -1.996
```

Properties
Lowest unoccupied orbital energy (eV): -0.4
Strongest force on any atom (Eh/bohr): 0.015
HOMO (eV): -8.360
Multiplicity: 1
E (hartree): -1200.7431
Frontier orbital gap (eV): 7.991
SMILES: Cc1[nH]c2ccccc2c1C(=O)CN1C(=O)C(=O)N(C2CCCC2)C1=O

No. 9
Entry from the OMol25 dataset: an isolated molecule of C19H19N5OS2 in a non-equilibrium geometry (the ωB97M-V functional and the def2-TZVPD basis).

```
46
C19H19N5OS2, DFT the ωB97M-V functional and the def2-TZVPD basis
C -2.639 -4.468 0.594
C -1.399 -3.661 0.335
C -0.150 -4.257 0.410
C 1.009 -3.538 0.175
C 0.926 -2.195 -0.148
C -0.306 -1.575 -0.228
C -1.471 -2.296 0.015
N -2.729 -1.700 -0.056
C -3.032 -0.395 -0.200
N -2.226 0.600 -0.306
C -2.882 1.790 -0.412
C -2.085 3.038 -0.519
S -0.904 3.142 0.878
C 0.425 2.314 0.123
N 0.651 2.236 -1.160
N 1.784 1.547 -1.325
C 2.253 1.214 -0.147
C 3.470 0.474 0.062
C 4.259 0.346 1.245
C 5.305 -0.450 0.911
O 5.227 -0.825 -0.379
C 4.123 -0.264 -0.903
C 3.793 -0.510 -2.327
N 1.406 1.680 0.830
C 1.442 1.494 2.249
C -4.236 1.711 -0.379
S -4.751 0.066 -0.230
H -3.281 -4.497 -0.288
H -2.372 -5.492 0.844
H -3.210 -4.058 1.427
H -0.086 -5.307 0.657
H 1.970 -4.025 0.240
H 1.820 -1.625 -0.345
H -0.384 -0.534 -0.490
H -3.519 -2.320 0.044
H -2.719 3.921 -0.472
H -1.462 3.042 -1.413
H 4.092 0.799 2.199
H 6.140 -0.809 1.478
H 4.579 -0.113 -2.967
H 2.858 -0.008 -2.560
H 3.708 -1.579 -2.520
H 0.442 1.678 2.645
H 1.740 0.470 2.478
H 2.137 2.194 2.717
H -4.958 2.499 -0.442
```

Properties
Lowest unoccupied orbital energy (eV): 0.5
Strongest force on any atom (Eh/bohr): 0.026
HOMO (eV): -7.710
Multiplicity: 1
E (hartree): -1880.8195
Frontier orbital gap (eV): 8.228
SMILES: Cc1ccccc1Nc1nc(CSc2nnc(-c3ccoc3C)n2C)cs1

No. 10
Entry from the OMol25 dataset: a structure of composition C19H19N6O2Ru (the ωB97M-V functional and the def2-TZVPD basis).

```
47
C19H19N6O2Ru, DFT the ωB97M-V functional and the def2-TZVPD basis
Ru 0.291 -0.236 0.756
C -2.214 -0.850 -4.303
C -2.643 -0.121 -3.179
C -1.764 0.156 -2.169
C -0.400 -0.208 -2.307
C 0.017 -0.959 -3.444
C -0.894 -1.283 -4.422
N 0.494 0.130 -1.336
C 1.754 0.456 -1.681
C 2.168 0.938 -2.957
C 3.491 1.240 -3.160
C 4.410 1.121 -2.110
C 4.023 0.714 -0.823
C 2.709 0.411 -0.623
N 2.200 -0.105 0.595
N 1.956 0.802 1.534
C 1.726 0.185 2.827
C 2.440 0.405 3.975
C 2.021 -0.311 5.097
C 0.928 -1.167 5.018
C 0.245 -1.298 3.820
N 0.651 -0.614 2.746
H -2.930 -1.101 -5.075
H -3.668 0.219 -3.128
H -2.070 0.754 -1.323
H 1.016 -1.375 -3.467
H -0.597 -1.897 -5.261
H 1.428 1.156 -3.716
H 3.822 1.626 -4.114
H 5.446 1.387 -2.284
H 4.748 0.635 -0.024
H 3.280 1.085 3.998
H 2.553 -0.202 6.033
H 0.604 -1.732 5.880
H -0.609 -1.952 3.704
C -4.868 -0.570 1.357
O -3.631 -1.217 0.916
C -2.507 -0.607 0.914
O -1.467 -1.229 0.587
N -2.412 0.713 1.233
N -1.108 1.275 1.225
H -5.620 -1.347 1.294
H -5.116 0.246 0.680
H -4.760 -0.242 2.390
H -3.184 1.286 1.543
H -0.880 1.591 2.170
H -1.084 2.092 0.614
```

Properties
Lowest unoccupied orbital energy (alpha / beta) (eV): -12.5 / -12.5
Strongest force on any atom (Eh/bohr): 0.009
HOMO (alpha / beta) (eV): -18.498 / -18.484
Multiplicity: 1
E (hartree): -1308.2461
Frontier orbital gap (alpha / beta) (eV): 5.974 / 5.949
Net charge: +3